# 1
C25H51N3O11P2PdSe as an isolated structure at a distorted geometry. Source: the OMol25 dataset; level of theory: ωB97M-V with the def2-TZVPD basis set.

XYZ file:
```
94
Properties=species:S:1:pos:R:3
Pd 0.00 -1.84 -0.24
Se -0.92 -4.07 1.33
P -1.33 1.10 0.44
P 1.58 2.04 0.46
O -2.32 0.42 1.43
O 1.34 -1.06 1.83
O 1.38 3.60 0.18
O 0.28 -4.00 0.13
O -2.05 2.44 -0.01
O -0.25 -4.51 2.75
O 2.69 1.94 1.59
O -1.00 0.20 -0.69
O -1.31 -2.43 1.34
O -2.17 -4.96 0.87
O 1.84 1.31 -0.79
N 2.17 -3.14 2.21
N -1.69 -2.69 -1.88
N 1.03 -2.00 3.87
C -2.57 -4.83 -2.47
C 2.24 5.81 0.11
C 1.77 -2.12 -3.63
C -2.21 4.50 -1.18
C 0.67 5.11 1.96
C 1.50 -2.02 2.59
C -2.55 2.32 -2.39
C 2.36 -2.29 -2.19
C 4.23 0.14 1.04
C -4.00 -3.19 -1.56
C -3.84 -4.48 -2.03
C 0.12 1.56 1.39
C -3.22 0.92 2.46
C 4.72 2.52 0.33
C 1.80 4.69 1.03
C -2.91 -2.34 -1.49
C -1.78 3.05 -1.31
C -4.56 1.23 1.82
C -2.64 2.08 3.23
C 1.38 -1.53 -1.41
C 4.09 1.61 1.37
C -1.54 -3.92 -2.37
C 3.71 -1.56 -2.13
C 2.53 -3.77 -1.86
C -4.95 -5.48 -2.00
H -2.00 5.03 -2.11
H -1.67 4.99 -0.37
H 1.41 -0.45 -1.65
H 2.13 -3.27 1.20
H -4.46 2.08 1.14
H 4.15 -1.63 -1.14
H 0.70 -2.90 4.19
H 0.38 0.68 1.99
H -0.53 -4.21 -2.65
H 2.49 -2.56 -4.31
H -2.37 -5.83 -2.84
H 3.09 -4.26 -2.66
H -0.24 5.29 1.38
H -5.28 1.48 2.60
H 1.39 6.20 -0.44
H -4.72 -6.25 -1.25
H -4.97 -2.85 -1.19
H 3.62 -0.11 0.17
H 1.63 -1.07 -3.89
H -2.24 1.28 -2.47
H -2.38 2.81 -3.35
H 0.94 6.03 2.47
H 4.20 2.43 -0.62
H 4.53 1.81 2.35
H -0.14 2.39 2.03
H 2.98 5.45 -0.60
H -4.92 0.37 1.27
H -5.07 -5.98 -2.96
H 5.76 2.24 0.18
H 4.70 3.57 0.65
H 3.61 -0.51 -2.40
H -0.71 2.99 -1.50
H 0.82 -2.64 -3.74
H 3.92 -0.49 1.88
H 3.10 -3.89 -0.94
H -3.34 2.37 4.01
H -5.90 -5.02 -1.73
H 1.86 -3.98 2.67
H -2.48 2.95 2.58
H 2.64 4.35 1.63
H 0.47 4.36 2.72
H 4.39 -2.04 -2.84
H 0.34 -1.28 4.00
H -3.62 2.35 -2.18
H 1.58 -4.27 -1.72
H -3.28 4.56 -0.98
H 5.28 -0.08 0.81
H -3.01 -1.34 -1.09
H -3.32 0.05 3.12
H -1.70 1.81 3.72
H 2.68 6.62 0.69
```

## Properties
* E_HOMO (alpha / beta): -8.08 / -8.09 eV

Charges computed using Mulliken, reported in e: number 1, Pd, carries 1.14; number 2, Se, carries 1.38; number 3, P, carries 0.56; number 4, P, carries 0.27; number 5, O, carries -0.30; number 6, O, carries -0.11; number 7, O, carries 0.15; number 8, O, carries -0.63; number 9, O, carries 0.02; number 10, O, carries -0.82; number 11, O, carries -0.47; number 12, O, carries -0.92; number 13, O, carries -0.73; number 14, O, carries -0.71; number 15, O, carries -0.90; number 16, N, carries -0.42; number 17, N, carries 0.00; number 18, N, carries -0.59; number 19, C, carries -0.84; number 20, C, carries -1.64; number 21, C, carries -1.70; number 22, C, carries -1.44; number 23, C, carries -1.21; number 24, C, carries 0.34; number 25, C, carries -1.47; number 26, C, carries 2.46; number 27, C, carries -0.80; number 28, C, carries -0.94; number 29, C, carries 1.27; number 30, C, carries 0.21; number 31, C, carries 0.54; number 32, C, carries -1.33; number 33, C, carries 0.93; number 34, C, carries -0.27; number 35, C, carries 1.13; number 36, C, carries -1.36; number 37, C, carries -1.23; number 38, C, carries -0.67; number 39, C, carries 0.45; number 40, C, carries -0.10; number 41, C, carries -1.86; number 42, C, carries -1.54; number 43, C, carries -1.56; number 44, H, carries 0.43; number 45, H, carries 0.13; number 46, H, carries 0.74; number 47, H, carries -0.04; number 48, H, carries 0.19; number 49, H, carries 0.37; number 50, H, carries 0.37; number 51, H, carries 0.10; number 52, H, carries 0.21; number 53, H, carries 0.49; number 54, H, carries 0.39; number 55, H, carries 0.52; number 56, H, carries -0.01; number 57, H, carries 0.48; number 58, H, carries 0.34; number 59, H, carries 0.31; number 60, H, carries 0.33; number 61, H, carries -0.32; number 62, H, carries 0.42; number 63, H, carries 0.19; number 64, H, carries 0.46; number 65, H, carries 0.49; number 66, H, carries 0.24; number 67, H, carries 0.35; number 68, H, carries 0.01; number 69, H, carries 0.38; number 70, H, carries 0.31; number 71, H, carries 0.37; number 72, H, carries 0.53; number 73, H, carries 0.32; number 74, H, carries 0.34; number 75, H, carries 0.04; number 76, H, carries 0.25; number 77, H, carries 0.19; number 78, H, carries 0.32; number 79, H, carries 0.52; number 80, H, carries 0.36; number 81, H, carries 0.43; number 82, H, carries 0.17; number 83, H, carries 0.16; number 84, H, carries 0.31; number 85, H, carries 0.50; number 86, H, carries 0.20; number 87, H, carries 0.29; number 88, H, carries 0.11; number 89, H, carries 0.34; number 90, H, carries 0.65; number 91, H, carries 0.34; number 92, H, carries 0.39; number 93, H, carries 0.27; number 94, H, carries 0.42

# 2
C30H19F5N3PPdS as an isolated structure. Source: the OMol25 dataset; level of theory: ωB97M-V with the def2-TZVPD basis set.

XYZ file:
```
60
Properties=species:S:1:pos:R:3
Pd -0.19 0.32 0.66
S -3.27 -1.17 -4.01
P 0.40 -0.73 3.49
F -1.30 3.56 -4.16
F 1.26 2.64 -4.46
F -3.34 1.87 -3.94
F -0.32 -1.77 -4.36
F 1.70 -0.05 -4.56
N 2.82 5.36 1.51
N 0.26 1.36 -1.07
N -0.69 -0.63 2.43
C 0.74 1.99 3.68
C 3.80 -3.78 2.62
C 1.40 3.19 3.91
C 1.42 1.12 -0.38
C 3.33 -2.91 1.65
C -1.51 -1.86 5.12
C -1.46 -2.04 7.52
C 3.36 1.98 4.58
C 2.71 3.18 4.35
C 0.23 1.78 -4.37
C 3.25 -3.76 3.89
C -0.62 -0.46 -4.30
C 0.44 0.41 -4.42
C 0.30 3.64 -0.25
C -0.26 -1.23 5.13
C -2.11 1.34 -4.10
C -0.30 2.59 -0.89
C 1.38 0.78 3.90
C 1.77 -1.96 3.23
C -1.96 -0.06 -4.14
C -0.23 -1.40 7.54
C 2.32 -2.01 1.95
C -2.10 -2.27 6.31
C 2.10 2.15 0.34
C -1.07 2.23 -4.21
C 0.36 -1.00 6.35
C 1.56 3.41 0.37
C 2.70 0.78 4.35
C 2.25 4.49 1.01
C 2.24 -2.85 4.19
H -0.16 4.61 -0.22
H 4.40 1.97 4.90
H -1.27 2.73 -1.37
H 3.60 -4.45 4.65
H -3.07 -2.75 6.28
H -1.93 -2.36 8.45
H -0.27 1.98 3.27
H 1.92 -1.34 1.19
H 3.22 -0.16 4.50
H 3.24 4.12 4.49
H 1.81 -2.85 5.19
H 0.90 4.13 3.70
H 3.74 -2.93 0.64
H 4.59 -4.49 2.38
H 0.26 -1.21 8.49
H 1.32 -0.49 6.38
H -1.99 -1.99 4.16
H 2.00 0.27 -0.72
H 3.04 1.93 0.83
```

## Properties
* relative energy (zero: lowest compared OMol25 entry of this formula, charge and spin): 0.0 kJ/mol
* E_HOMO: -1.36 eV
* charge: -2

Charges computed using Mulliken, reported in e: number 1, Pd, carries -0.15; number 2, S, carries -0.58; number 3, P, carries 1.51; number 4, F, carries -0.41; number 5, F, carries -0.41; number 6, F, carries -0.40; number 7, F, carries -0.38; number 8, F, carries -0.38; number 9, N, carries -0.66; number 10, N, carries -0.57; number 11, N, carries -0.97; number 12, C, carries -0.45; number 13, C, carries -0.41; number 14, C, carries -0.83; number 15, C, carries -0.68; number 16, C, carries -0.70; number 17, C, carries -0.47; number 18, C, carries -0.38; number 19, C, carries -0.83; number 20, C, carries -0.36; number 21, C, carries 0.66; number 22, C, carries -0.73; number 23, C, carries 0.52; number 24, C, carries 0.10; number 25, C, carries -0.67; number 26, C, carries -0.10; number 27, C, carries 0.60; number 28, C, carries -0.56; number 29, C, carries 0.63; number 30, C, carries 0.06; number 31, C, carries -0.25; number 32, C, carries -0.64; number 33, C, carries -0.27; number 34, C, carries -0.57; number 35, C, carries -0.09; number 36, C, carries -0.06; number 37, C, carries -0.18; number 38, C, carries 0.87; number 39, C, carries -0.30; number 40, C, carries -0.10; number 41, C, carries -0.03; number 42, H, carries 0.43; number 43, H, carries 0.36; number 44, H, carries 0.53; number 45, H, carries 0.38; number 46, H, carries 0.38; number 47, H, carries 0.36; number 48, H, carries 0.33; number 49, H, carries 0.26; number 50, H, carries 0.41; number 51, H, carries 0.38; number 52, H, carries 0.32; number 53, H, carries 0.44; number 54, H, carries 0.41; number 55, H, carries 0.35; number 56, H, carries 0.38; number 57, H, carries 0.36; number 58, H, carries 0.45; number 59, H, carries 0.66; number 60, H, carries 0.43

# 3
One molecule with the formula C4H8O2Se at a distorted geometry. Source: the OMol25 dataset; level of theory: ωB97M-V with the def2-TZVPD basis set.

XYZ file:
```
15
Properties=species:S:1:pos:R:3
Se 1.02 1.46 0.44
O 0.89 -0.40 -0.67
O -1.24 -0.82 -0.22
C 0.03 -2.29 -1.68
C -0.17 -1.10 -0.72
C 0.29 0.62 2.01
C -0.03 2.92 0.22
H 0.97 -2.72 -1.91
H -0.65 -3.16 -1.29
H 0.49 1.04 2.96
H -0.02 3.51 -0.77
H 0.73 -0.44 1.99
H -1.05 2.79 0.58
H -0.42 -2.00 -2.71
H -0.85 0.59 1.76
```

## Properties
* relative energy (zero: lowest compared OMol25 entry of this formula, charge and spin): 254.4 kJ/mol
* E_HOMO (alpha / beta): -9.06 / -9.06 eV

Charges computed using Mulliken, reported in e: number 1, Se, carries 0.60; number 2, O, carries -0.67; number 3, O, carries -0.60; number 4, C, carries -0.97; number 5, C, carries 0.87; number 6, C, carries -0.85; number 7, C, carries -0.64; number 8, H, carries 0.33; number 9, H, carries 0.27; number 10, H, carries 0.41; number 11, H, carries 0.28; number 12, H, carries 0.25; number 13, H, carries 0.24; number 14, H, carries 0.23; number 15, H, carries 0.27